*w*
DFT (ωB97M-V/def2-TZVPD) results for one molecule with the formula C6H8S2.

The HOMO-LUMO gap comes out at 8.981 eV. Its SMILES is SC[C@H]1[C@H]2C=CS[C@H]21. The calculation puts the highest occupied orbital energy at -8.17 eV.

```
! RIJCOSX wB97M-V def2-TZVPD def2/J DEFGRID3
* xyz 0 1
C -0.933 -0.638 -1.060
C 0.543 -0.783 -0.820
C 1.217 -0.293 0.426
C 0.389 2.107 0.297
C 0.983 1.770 -0.851
C 1.516 0.387 -0.890
H -1.628 -1.434 1.076
H -1.281 0.361 -0.783
H -1.153 -0.818 -2.121
H 0.947 -1.721 -1.170
H 1.940 -0.937 0.923
H -0.092 3.043 0.509
H 1.078 2.454 -1.659
H 2.432 0.210 -1.416
S -1.922 -1.876 -0.155
S 0.389 0.848 1.531
*
```

These are the Löwdin partial charges, in e, on atoms 1 to 4:
1 C -0.540
2 C -0.333
3 C -0.478
4 C -0.400

=====

*x*
DFT (ωB97M-V/def2-TZVPD) results for one molecule with the formula C6H8S2.

The HOMO-LUMO gap comes out at 8.639 eV. Its SMILES is S=C[C@H]1C[C@@H]2S[C@@H]2C1. The calculation puts the highest occupied orbital energy at -8.81 eV.

```
! RIJCOSX wB97M-V def2-TZVPD def2/J DEFGRID3
* xyz 0 1
C 2.171 0.083 0.010
C 0.740 -0.047 -0.418
C -0.130 1.175 -0.217
C -1.503 0.679 0.004
C -1.468 -0.766 0.373
C 0.002 -1.205 0.393
H 2.155 0.585 0.995
H 0.745 -0.335 -1.500
H 0.230 1.681 0.672
H -0.116 1.953 -1.005
H -2.220 1.392 0.281
H -2.155 -1.116 1.092
H 0.071 -2.146 -0.113
H 0.281 -1.170 1.432
S 3.476 -0.338 -0.796
S -2.277 -0.427 -1.204
*
```

These are the Löwdin partial charges, in e, on atoms 1 to 4:
1 C -0.684
2 C -0.397
3 C -0.189
4 C -0.536

=====

*y*
DFT (ωB97M-V/def2-TZVPD) results for C6H8S2 as an isolated structure.

The HOMO-LUMO gap comes out at 9.157 eV. The calculation puts the highest occupied orbital energy at -8.49 eV.

```
! RIJCOSX wB97M-V def2-TZVPD def2/J DEFGRID3
* xyz 0 1
C -2.097 1.536 -0.183
C -0.897 1.214 0.247
C -0.006 0.214 -0.478
C 1.500 0.515 -0.038
C 1.114 -1.862 0.262
C -0.125 -1.262 -0.274
H -2.641 1.607 -1.088
H -2.647 2.080 0.586
H -0.472 1.701 1.127
H 1.681 1.614 -0.517
H 1.487 0.547 1.135
H 1.305 -3.182 0.443
H 1.007 -1.514 1.527
H -1.164 -1.975 -0.051
S 2.312 -0.855 -0.699
S -0.358 -0.378 -2.000
*
```

These are the Löwdin partial charges, in e, on atoms 1 to 4:
1 C -0.001
2 C -0.163
3 C -0.968
4 C -0.539

=====

Relative energies in hartree: *w* 0.0000; *x* 0.0054; *y* 0.1454

=====

*w*
DFT (ωB97M-V/def2-TZVPD) results for a 2-piece molecular cluster, C3H10N2OS overall.

The HOMO-LUMO gap comes out at 8.709 eV. Its SMILES is C=[NH+][O-].CN(C)S. The calculation puts the highest occupied orbital energy at -8.08 eV.

```
! RIJCOSX wB97M-V def2-TZVPD def2/J DEFGRID3
* xyz 0 1
C -4.196 1.032 -0.722
C 1.813 0.433 -0.630
C 3.247 -0.958 0.693
N -3.393 0.369 -0.042
N 1.965 -0.290 0.635
O -2.338 0.754 0.509
S 0.612 -1.458 0.851
H -5.168 0.627 -1.047
H -0.433 -0.529 1.204
H -4.204 2.072 -1.014
H 1.164 1.227 -0.576
H 2.643 0.975 -0.953
H 1.428 -0.274 -1.352
H 3.355 -1.880 0.003
H 3.920 -0.120 0.800
H 3.321 -1.378 1.678
H -3.736 -0.600 -0.037
*
```

These are the Löwdin partial charges, in e, on atoms 1 to 4:
1 C 0.019
2 C -0.188
3 C -0.215
4 N -0.247

=====

*x*
DFT (ωB97M-V/def2-TZVPD) results for one molecule with the formula C3H10N2OS.

The HOMO-LUMO gap comes out at 9.003 eV. The calculation puts the highest occupied orbital energy at -8.39 eV.

```
! RIJCOSX wB97M-V def2-TZVPD def2/J DEFGRID3
* xyz 0 1
C 1.390 0.958 0.250
C -0.871 0.329 1.597
C -0.063 0.535 0.342
N 1.368 -1.605 -0.924
N -0.622 -0.493 -2.089
O -2.228 0.313 1.305
S -0.105 -1.128 -0.576
H 1.638 2.004 0.519
H 1.947 0.468 0.960
H 1.589 0.697 -0.739
H -2.473 -0.398 0.699
H -0.687 1.171 2.466
H -0.588 -0.580 2.021
H -0.640 1.267 -0.330
H 1.653 -2.146 -0.138
H 0.051 -0.324 -2.822
H -1.358 -1.067 -2.540
*
```

These are the Löwdin partial charges, in e, on atoms 1 to 4:
1 C -0.120
2 C -0.339
3 C -0.477
4 N -0.361

=====

Relative energies in hartree: *w* 0.0635; *x* 0.0000

=====

*w*
DFT (ωB97M-V/def2-TZVPD) results for one molecule with the formula C3H3N3O2.

The HOMO-LUMO gap comes out at 9.412 eV. Its SMILES is O=C1N=CN=CON1. The calculation puts the highest occupied orbital energy at -9.86 eV.

```
! RIJCOSX wB97M-V def2-TZVPD def2/J DEFGRID3
* xyz 0 1
C 1.070 -0.411 -0.910
C -0.682 0.638 1.196
C -1.131 -0.694 -0.760
H 1.636 1.390 0.367
H -0.945 1.376 1.863
H -2.089 -1.457 -0.928
N 1.261 0.273 0.485
N -1.324 0.377 0.128
N 0.035 -1.096 -1.136
O 1.871 -0.276 -1.769
O 0.297 -0.119 1.465
*
```

These are the Löwdin partial charges, in e, on atoms 1 to 4:
1 C -0.572
2 C -0.269
3 C -0.112
4 H 0.236

=====

*x*
DFT (ωB97M-V/def2-TZVPD) results for one molecule with the formula C3H3N3O2.

The HOMO-LUMO gap comes out at 8.679 eV. Its SMILES is [H]/N=c1/cnon1C=O. The calculation puts the highest occupied orbital energy at -9.56 eV.

```
! RIJCOSX wB97M-V def2-TZVPD def2/J DEFGRID3
* xyz 0 1
C 0.559 0.483 0.082
C 1.813 -0.392 0.309
C -1.805 -0.067 -0.033
H -0.499 2.073 -0.342
H 2.814 -0.144 0.069
H -1.930 0.939 0.112
N 0.434 1.806 -0.038
N 1.523 -1.666 0.030
N -0.398 -0.400 -0.195
O 0.179 -1.676 -0.210
O -2.690 -0.956 0.216
*
```

These are the Löwdin partial charges, in e, on atoms 1 to 4:
1 C -0.359
2 C 0.018
3 C -0.096
4 H 0.020

=====

Relative energies in hartree: *w* 0.0060; *x* 0.0000

=====

*w*
DFT (ωB97M-V/def2-TZVPD) results for one molecule with the formula C3H2FIO2.

The HOMO-LUMO gap (spin up / spin down) comes out at 7.072 / 8.494 eV. The calculation puts the highest occupied orbital energy (spin up / spin down) at -7.78 / -8.75 eV.

```
! RIJCOSX wB97M-V def2-TZVPD def2/J DEFGRID3
* xyz 0 1
C -0.653 0.215 0.644
C -0.882 0.282 -0.854
C 1.028 -0.663 -0.247
O 0.312 -0.629 0.980
O 0.347 -0.283 -1.266
F -0.056 1.564 0.830
I 3.051 -0.551 -0.205
H -1.431 0.170 1.336
H -1.716 -0.104 -1.217
*
```

These are the Löwdin partial charges, in e, on atoms 1 to 4:
1 C -0.339
2 C 0.047
3 C -0.850
4 O 0.018

=====

*x*
DFT (ωB97M-V/def2-TZVPD) results for C3H2FIO2 as an isolated structure.

The HOMO-LUMO gap comes out at 8.671 eV. The calculation puts the highest occupied orbital energy at -8.83 eV.

```
! RIJCOSX wB97M-V def2-TZVPD def2/J DEFGRID3
* xyz 0 1
C 1.050 -0.179 -0.660
C 1.094 -0.269 0.679
C -1.187 0.380 -0.057
O -0.261 0.259 -1.080
O -0.045 0.110 1.350
F -1.671 1.622 0.052
I -2.818 -0.944 -0.056
H 1.760 -0.505 -1.380
H 2.078 -0.475 1.152
*
```

These are the Löwdin partial charges, in e, on atoms 1 to 4:
1 C -0.062
2 C -0.182
3 C -0.829
4 O -0.086

=====

Relative energies in hartree: *w* 0.0622; *x* 0.0000

=====

*w*
DFT (ωB97M-V/def2-TZVPD) results for one molecule with the formula C6H9NO.

The HOMO-LUMO gap comes out at 9.087 eV. Its SMILES is CO[C@]12CCN=C1C2. The calculation puts the highest occupied orbital energy at -8.70 eV.

```
! RIJCOSX wB97M-V def2-TZVPD def2/J DEFGRID3
* xyz 0 1
C -0.075 0.512 1.557
C -0.262 1.624 0.669
C 1.193 -0.580 -0.114
C 1.489 -0.949 1.436
C -0.211 0.163 0.105
C -1.782 -0.169 -1.806
N 0.862 0.143 2.293
O -1.310 -0.534 -0.556
H -1.235 2.142 0.638
H 0.534 2.329 0.629
H 1.955 0.116 -0.496
H 0.927 -1.396 -0.771
H 1.174 -1.962 1.630
H 2.667 -0.900 1.496
H -1.172 -0.410 -2.688
H -2.146 0.806 -2.052
H -2.607 -0.936 -1.969
*
```

These are the Löwdin partial charges, in e, on atoms 1 to 4:
1 C -0.282
2 C 0.022
3 C -0.052
4 C -0.158

=====

*x*
DFT (ωB97M-V/def2-TZVPD) results for C6H9NO as an isolated structure.

The HOMO-LUMO gap comes out at 9.869 eV. The calculation puts the highest occupied orbital energy at -9.06 eV.

```
! RIJCOSX wB97M-V def2-TZVPD def2/J DEFGRID3
* xyz 0 1
C 2.406 -0.921 -0.464
C 1.302 0.248 -0.271
C 1.497 1.230 0.885
C -0.135 -0.035 -0.355
C -2.347 0.406 -0.355
C -1.946 -0.535 0.605
H 1.710 -1.819 -1.169
H 2.757 -1.781 0.544
H 3.413 -0.397 -1.119
H 1.103 0.975 -0.999
H 2.444 2.126 0.865
H 1.770 0.506 1.783
H 0.463 1.796 1.190
H -3.412 0.493 -0.516
H -2.531 -1.104 1.606
N -1.049 0.668 -1.026
O -0.629 -0.978 0.592
*
```

These are the Löwdin partial charges, in e, on atoms 1 to 4:
1 C -0.099
2 C -0.450
3 C -0.115
4 C -0.384

=====

Relative energies in hartree: *w* 0.0000; *x* 0.0501

=====

*w*
DFT (ωB97M-V/def2-TZVPD) results for one molecule with the formula C6H9NO.

The HOMO-LUMO gap comes out at 10.555 eV. Its SMILES is C1CN2[C@H]3[C@H]1OC[C@H]32. The calculation puts the highest occupied orbital energy at -9.47 eV.

```
! RIJCOSX wB97M-V def2-TZVPD def2/J DEFGRID3
* xyz 0 1
C 1.241 1.233 -0.141
C 1.465 -0.123 -0.846
C -0.847 -1.187 0.097
C -1.973 -0.084 0.083
C -0.072 0.731 0.320
C 0.090 -0.556 1.028
H 1.180 2.080 -0.895
H 1.999 1.510 0.673
H 2.496 -0.443 -0.793
H 1.294 -0.070 -1.894
H -1.220 -2.210 0.386
H -2.216 0.071 -0.893
H -2.779 -0.226 0.845
H -0.402 0.292 -0.710
H 0.405 -0.787 2.142
N 0.715 -1.328 -0.047
O -1.374 1.097 0.644
*
```

These are the Löwdin partial charges, in e, on atoms 1 to 4:
1 C -0.092
2 C -0.137
3 C -0.178
4 C -0.122

=====

*x*
DFT (ωB97M-V/def2-TZVPD) results for one molecule with the formula C6H9NO.

The HOMO-LUMO gap comes out at 10.163 eV. Its SMILES is C1[C@H]2N[C@@H]3C[C@H]3O[C@H]12. The calculation puts the highest occupied orbital energy at -9.28 eV.

```
! RIJCOSX wB97M-V def2-TZVPD def2/J DEFGRID3
* xyz 0 1
C 2.516 -0.170 -0.098
C 0.981 -0.749 -0.338
C -1.024 -0.365 0.463
C -2.391 -0.110 -0.098
C -0.965 0.734 -0.424
C 1.089 0.580 0.252
H 3.132 -0.275 0.953
H 3.036 0.198 -1.012
H 0.718 -0.279 -1.252
H 0.254 -1.890 0.821
H -0.873 -0.193 1.479
H -3.150 0.082 0.698
H -2.645 -0.433 -1.065
H -0.721 0.364 -1.430
H 0.933 0.546 1.297
N -0.287 -1.545 0.001
O 0.011 1.645 0.120
*
```

These are the Löwdin partial charges, in e, on atoms 1 to 4:
1 C 0.079
2 C -0.260
3 C -0.413
4 C 0.085

=====

*y*
DFT (ωB97M-V/def2-TZVPD) results for C6H9NO as an isolated structure.

The HOMO-LUMO gap comes out at 7.682 eV. The calculation puts the highest occupied orbital energy at -8.40 eV.

```
! RIJCOSX wB97M-V def2-TZVPD def2/J DEFGRID3
* xyz 0 1
C 0.486 0.824 0.354
C 1.175 -0.514 0.569
C -0.079 -0.917 1.241
C -0.852 -0.041 0.026
C -0.191 -0.829 -1.140
C 1.085 -1.088 -0.929
H 1.572 2.352 0.198
H 0.638 2.034 -1.495
H 0.690 1.140 1.365
H 2.184 -0.350 0.998
H 0.035 -2.073 1.517
H -0.350 -0.541 2.134
H -2.446 0.537 -1.355
H -1.028 -1.482 -1.764
H 1.784 -1.983 -1.337
N 0.738 1.930 -0.303
O -2.249 0.282 0.141
*
```

These are the Löwdin partial charges, in e, on atoms 1 to 4:
1 C -0.493
2 C -0.262
3 C -0.079
4 C -0.369

=====

*z*
DFT (ωB97M-V/def2-TZVPD) results for one molecule with the formula C6H9NO.

The HOMO-LUMO gap comes out at 9.700 eV. Its SMILES is N[C@H]1[C@H]2C=CCO[C@H]12. The calculation puts the highest occupied orbital energy at -8.83 eV.

```
! RIJCOSX wB97M-V def2-TZVPD def2/J DEFGRID3
* xyz 0 1
C -1.668 0.497 -0.635
C -0.257 0.686 0.052
C 1.289 -0.196 1.613
C 1.859 -1.087 0.305
C 0.902 -1.425 -0.647
C -0.381 -0.588 -0.342
H -2.318 1.929 -1.615
H -2.017 0.568 -2.617
H -2.517 -0.154 -0.106
H 0.147 1.305 -0.704
H 0.874 -0.993 2.524
H 2.285 0.325 2.065
H 2.665 -1.863 0.648
H 0.707 -2.297 -1.408
H -0.869 -1.161 0.613
N -1.621 1.255 -1.885
O 0.241 0.779 1.465
*
```

These are the Löwdin partial charges, in e, on atoms 1 to 4:
1 C -0.155
2 C -0.317
3 C -0.204
4 C -0.070

=====

Relative energies in hartree: *w* 0.0000; *x* 0.0823; *y* 0.0768; *z* 0.0061